(1)
Below is a structure of composition C5H6CaLiO4 in a non-equilibrium geometry, with properties calculated with wB97M-V/def2-TZVPD.

Calculated values
Gap between HOMO and LUMO ... 6.4 eV
Total energy ... -32109.884 eV
Highest occupied orbital energy ... -11.7 eV
Largest force on an atom ... 5.82 eV Å⁻¹
Lowest unoccupied orbital energy ... -5.310 eV

ORCA input file:
```
! RIJCOSX wB97M-V def2-TZVPD def2/J DEFGRID3
* xyz 1 1
O 5.702 0.975 0.000
C 5.281 0.248 -0.931
O 5.579 0.422 -2.137
O 4.476 -0.772 -0.560
C 3.856 -1.561 -1.573
Li 6.641 1.934 -1.432
H 3.669 -2.536 -1.105
H 4.561 -1.724 -2.395
C 2.398 -0.863 -3.250
C 2.473 -0.870 -1.893
H 3.211 -0.505 -3.883
H 1.439 -1.095 -3.731
Ca 1.625 -1.060 1.741
O 1.496 -1.977 -0.002
C 1.276 -1.049 -1.013
H 0.375 -1.299 -1.601
H 1.346 0.059 -0.667
*
```

(2)
Below is a structure of composition C11H29BMnN2O3P2 in a non-equilibrium geometry, with properties calculated with wB97M-V/def2-TZVPD.

Calculated values
Gap between HOMO and LUMO (spin up / spin down) ... 6.3 / 6.1 eV
Relative energy (zero: lowest compared OMol25 entry of this formula, charge and spin) ... 0.0 kJ/mol
Total energy ... -71564.333 eV
Highest occupied orbital energy (spin up / spin down) ... -9.8 / -12.6 eV
Largest force on an atom ... 12.40 eV Å⁻¹
Lowest unoccupied orbital energy (spin up / spin down) ... -3.464 / -6.473 eV

ORCA input file:
```
! RIJCOSX wB97M-V def2-TZVPD def2/J DEFGRID3
* xyz 1 7
Mn -0.501 0.296 -0.105
H 1.716 -2.438 -0.938
H 1.919 -0.773 0.708
P 0.978 1.024 -1.662
P -1.129 -1.689 0.964
C -2.519 -2.551 0.177
H -2.829 -3.402 0.799
H -3.360 -1.849 0.086
H -2.224 -2.907 -0.818
C -0.065 -3.078 1.504
H 0.629 -2.759 2.295
H -0.718 -3.869 1.897
H 0.497 -3.474 0.650
C -1.838 -1.106 2.553
H -2.598 -0.337 2.346
H -2.316 -1.955 3.063
H -1.039 -0.690 3.182
C 2.104 -0.067 -2.602
H 2.681 0.539 -3.314
H 2.790 -0.619 -1.952
H 1.492 -0.786 -3.159
C 0.359 2.081 -3.028
H -0.041 3.015 -2.612
H 1.153 2.314 -3.751
H -0.452 1.552 -3.544
C 2.169 2.198 -0.893
H 2.927 1.668 -0.302
H 2.665 2.780 -1.680
H 1.610 2.878 -0.238
C 0.138 1.142 1.304
O 0.784 1.481 2.236
H 3.589 -0.777 0.773
H 2.729 -1.742 1.791
H 2.777 -3.628 0.292
H 3.731 -2.428 -0.986
B 2.756 -2.564 -0.281
N 2.763 -1.380 0.833
H 0.401 -0.988 0.091
O -4.026 0.124 0.502
C -3.581 1.023 -0.205
C -4.446 2.038 -0.974
C -3.470 3.054 -1.505
C -2.155 2.648 -0.860
O -1.154 3.363 -0.772
N -2.243 1.343 -0.402
H -4.954 1.518 -1.802
H -5.200 2.473 -0.302
H -3.371 2.975 -2.600
H -3.739 4.083 -1.247
*
```

(3)
Below is a structure of composition C38H33AsBrGaN3O4S4 in a non-equilibrium geometry, with properties calculated with wB97M-V/def2-TZVPD.

Calculated values
Gap between HOMO and LUMO ... 6.4 eV
Relative energy (zero: lowest compared OMol25 entry of this formula, charge and spin) ... 0.0 kJ/mol
Total energy ... -279194.234 eV
Highest occupied orbital energy ... -9.9 eV
Largest force on an atom ... 3.03 eV Å⁻¹
Lowest unoccupied orbital energy ... -3.488 eV

ORCA input file:
```
! RIJCOSX wB97M-V def2-TZVPD def2/J DEFGRID3
* xyz 1 1
Ga 12.711 13.695 12.575
C 22.108 14.986 9.176
C 21.040 14.636 8.343
C 19.853 14.227 8.871
C 19.686 14.096 10.263
C 20.699 14.506 11.090
C 21.902 14.957 10.557
As 18.040 13.281 11.088
C 19.084 11.921 12.088
C 18.484 11.419 13.233
C 19.201 10.628 14.078
C 20.545 10.361 13.839
C 21.127 10.809 12.679
C 20.378 11.494 11.731
C 17.171 12.100 9.809
C 17.736 10.919 9.325
C 17.094 10.161 8.378
C 15.841 10.490 7.878
C 15.320 11.749 8.289
C 15.977 12.545 9.224
H 23.049 15.367 8.703
H 21.069 14.692 7.243
H 19.018 14.026 8.213
H 20.569 14.385 12.161
H 22.611 15.386 11.273
H 17.446 11.702 13.503
H 18.682 10.259 14.964
H 21.047 9.739 14.540
H 22.189 10.606 12.499
H 20.815 11.839 10.763
H 18.627 10.501 9.787
H 17.559 9.212 8.050
H 15.247 9.833 7.218
H 14.355 12.182 7.868
H 15.601 13.557 9.517
S 10.358 14.972 12.623
C 9.725 14.975 11.043
N 9.275 13.965 10.317
C 8.879 14.183 8.921
C 9.135 15.687 8.623
S 9.743 16.503 10.123
H 9.217 13.015 10.701
H 7.789 13.914 8.815
H 9.462 13.515 8.318
H 8.180 16.175 8.371
H 9.907 15.859 7.834
C 12.953 13.756 18.070
C 13.220 12.602 17.085
C 12.716 12.955 15.723
N 12.397 13.281 14.680
H 13.575 13.689 18.963
H 11.921 13.717 18.353
H 13.183 14.770 17.629
H 12.632 11.713 17.364
H 14.254 12.462 16.861
Br 14.240 16.871 8.694
C 14.111 17.791 10.300
C 14.125 19.177 10.297
C 14.667 19.895 11.378
C 15.236 19.203 12.451
C 14.893 17.858 12.587
C 14.315 17.089 11.506
C 13.780 15.785 11.866
O 13.427 14.910 10.975
O 13.767 15.499 13.085
H 13.802 19.727 9.418
H 14.657 20.971 11.288
H 15.802 19.649 13.216
H 15.043 17.264 13.495
O 10.752 11.239 9.519
S 10.873 10.815 10.904
O 9.662 10.799 11.723
N 12.040 11.723 11.727
C 13.147 11.025 12.048
S 14.486 11.851 12.809
C 13.072 9.621 11.687
C 14.016 8.597 12.052
C 13.618 7.279 11.860
C 12.383 6.959 11.317
C 11.465 7.938 10.935
C 11.832 9.276 11.126
H 14.930 8.948 12.548
H 14.333 6.523 12.183
H 12.101 5.921 11.264
H 10.540 7.732 10.446
*
```

(4)
Below is a structure of composition C3H4LaO2 in a non-equilibrium geometry, with properties calculated with wB97M-V/def2-TZVPD.

Calculated values
Gap between HOMO and LUMO (spin up / spin down) ... 5.8 / 6.0 eV
Relative energy (zero: lowest compared OMol25 entry of this formula, charge and spin) ... 143.2 kJ/mol
Total energy ... -8107.029 eV
Highest occupied orbital energy (spin up / spin down) ... -15.5 / -15.5 eV
Largest force on an atom ... 5.37 eV Å⁻¹
Lowest unoccupied orbital energy (spin up / spin down) ... -9.671 / -9.549 eV

ORCA input file:
```
! RIJCOSX wB97M-V def2-TZVPD def2/J DEFGRID3
* xyz 2 2
C 0.770 0.763 0.135
C -0.477 1.047 0.671
H -1.157 1.753 0.187
H -0.609 0.773 1.723
C 0.164 -0.795 0.160
O -0.614 -1.390 -0.583
La -1.609 -3.972 -1.180
H 0.721 -1.359 0.929
O 1.102 1.216 -1.064
H 1.710 1.964 -0.979
*
```

(5)
Below is a cluster of 18 separate species, C12H60O18 in total in a non-equilibrium geometry, with properties calculated with wB97M-V/def2-TZVPD.

Calculated values
Gap between HOMO and LUMO ... 8.5 eV
Total energy ... -50272.644 eV
Highest occupied orbital energy ... -9.5 eV
Largest force on an atom ... 3.96 eV Å⁻¹
Lowest unoccupied orbital energy ... -0.978 eV

ORCA input file:
```
! RIJCOSX wB97M-V def2-TZVPD def2/J DEFGRID3
* xyz 0 1
O -9.597 -14.535 -9.840
H -8.904 -14.006 -9.445
H -9.438 -14.474 -10.782
O -12.073 -12.168 -17.187
H -11.879 -11.444 -17.783
H -12.526 -11.757 -16.451
O -13.208 -10.901 -14.679
H -14.116 -10.609 -14.594
H -12.693 -10.207 -14.269
O -7.814 -16.000 -12.980
H -7.108 -16.646 -12.995
H -7.418 -15.222 -12.586
O -14.622 -13.696 -13.141
H -14.159 -14.496 -13.391
H -14.534 -13.121 -13.901
O -14.805 -11.561 -10.990
H -14.697 -12.325 -11.556
H -13.920 -11.209 -10.891
O -13.703 -14.277 -16.987
H -12.995 -13.638 -17.063
H -14.445 -13.775 -16.649
O -12.379 -10.213 -10.762
H -11.482 -10.416 -10.498
H -12.287 -9.756 -11.598
O -6.990 -13.692 -11.915
H -6.906 -13.385 -11.012
H -6.103 -13.951 -12.163
O -12.360 -15.250 -10.557
H -11.602 -14.803 -10.181
H -12.159 -15.322 -11.490
O -9.868 -13.837 -18.085
H -10.543 -13.361 -17.601
H -10.355 -14.373 -18.711
O -13.025 -15.656 -13.525
H -12.077 -15.521 -13.545
H -13.203 -16.218 -14.279
O -7.615 -10.886 -12.423
H -8.192 -10.719 -11.678
H -7.168 -11.704 -12.201
O -9.487 -10.552 -10.216
H -8.963 -11.202 -9.749
H -9.463 -9.777 -9.655
C -10.685 -18.311 -13.287
C -10.886 -19.735 -13.804
C -12.361 -20.191 -13.883
O -10.469 -19.807 -15.165
H -9.654 -18.006 -13.466
H -10.919 -18.247 -12.225
H -11.331 -17.602 -13.805
H -10.288 -20.435 -13.221
H -12.400 -21.098 -14.485
H -13.001 -19.482 -14.409
H -12.804 -20.404 -12.910
H -10.344 -20.752 -15.284
C -10.515 -13.664 -14.838
C -10.106 -13.511 -13.401
C -11.120 -12.595 -12.651
O -10.247 -14.830 -12.810
H -10.176 -12.787 -15.390
H -11.587 -13.793 -14.983
H -9.979 -14.481 -15.321
H -9.067 -13.186 -13.357
H -12.080 -13.109 -12.718
H -11.158 -11.651 -13.195
H -10.925 -12.440 -11.590
H -9.471 -15.357 -13.015
C -6.643 -15.080 -17.031
C -6.598 -13.568 -16.575
C -5.213 -13.070 -16.743
O -7.453 -12.752 -17.382
H -7.707 -15.298 -16.941
H -6.104 -15.721 -16.333
H -6.324 -15.127 -18.072
H -6.921 -13.469 -15.538
H -4.681 -13.334 -17.657
H -4.526 -13.377 -15.954
H -5.168 -11.985 -16.657
H -8.346 -13.097 -17.460
C -13.496 -7.637 -14.070
C -12.103 -7.544 -13.431
C -12.050 -6.764 -12.105
O -11.774 -8.831 -13.149
H -13.213 -8.096 -15.017
H -13.890 -6.622 -14.117
H -14.170 -8.283 -13.506
H -11.507 -7.005 -14.167
H -12.257 -5.713 -12.308
H -11.071 -6.822 -11.628
H -12.779 -7.179 -11.409
H -10.866 -8.720 -12.860
*
```

(6)
Below is a structure of composition C36H62O19RbS5 in a non-equilibrium geometry, with properties calculated with wB97M-V/def2-TZVPD.

Calculated values
Gap between HOMO and LUMO ... 5.3 eV
Relative energy (zero: lowest compared OMol25 entry of this formula, charge and spin) ... 4519.3 kJ/mol
Total energy ... -132013.991 eV
Highest occupied orbital energy ... -5.3 eV
Largest force on an atom ... 19.77 eV Å⁻¹
Lowest unoccupied orbital energy ... 0.033 eV

ORCA input file:
```
! RIJCOSX wB97M-V def2-TZVPD def2/J DEFGRID3
* xyz -1 1
Rb 0.029 -2.629 -2.340
C 1.170 -0.814 1.143
C 0.419 0.150 1.786
C -0.829 0.703 1.164
O -1.605 1.623 1.728
C -1.285 0.404 -0.106
C -0.601 -0.576 -0.904
C 0.769 -1.179 -0.304
O 1.413 -1.931 -1.078
O -0.885 -0.994 -2.061
O 0.870 0.440 2.956
H 1.992 -1.413 1.506
H -2.202 0.803 -0.514
C 2.694 -0.357 -2.630
S 2.025 -1.081 -4.231
O 1.467 -2.415 -3.856
C 0.616 0.056 -4.296
H 3.021 0.682 -2.661
H 3.547 -0.895 -2.217
H 1.893 -0.422 -1.893
H 0.976 1.063 -4.504
H -0.074 0.129 -3.456
H 0.098 -0.274 -5.196
C -1.328 -2.847 0.515
S -2.145 -2.643 2.150
O -2.723 -1.232 2.291
C -3.626 -3.687 1.851
H -0.529 -2.123 0.355
H -2.032 -2.763 -0.314
H -0.964 -3.874 0.484
H -3.341 -4.632 1.389
H -4.353 -3.321 1.126
H -4.033 -3.846 2.850
C -3.612 0.828 -4.906
S -2.045 -0.151 -5.145
O -0.805 0.749 -5.408
C -1.758 -0.850 -3.483
H -3.579 1.498 -4.047
H -4.392 0.109 -4.654
H -3.782 1.444 -5.789
H -2.618 -1.422 -3.134
H -1.355 -0.047 -2.867
H -0.916 -1.539 -3.551
C 2.651 2.231 1.757
S 2.985 2.487 0.000
O 4.499 2.408 -0.126
C 2.279 0.897 -0.581
H 2.975 1.221 2.006
H 1.582 2.287 1.959
H 3.257 2.931 2.333
H 1.213 0.860 -0.355
H 2.904 0.196 -0.027
H 2.568 0.781 -1.625
C 1.450 -6.199 -1.086
S 2.055 -4.769 -1.984
O 1.061 -4.444 -3.051
C 1.958 -3.626 -0.537
H 1.002 -6.997 -1.678
H 0.737 -6.033 -0.278
H 2.399 -6.593 -0.725
H 2.083 -2.623 -0.945
H 2.717 -3.881 0.202
H 0.967 -3.629 -0.083
O 1.698 4.252 3.119
C 0.744 4.069 2.370
O 0.881 4.237 1.039
C -0.307 3.795 0.383
C -1.404 3.941 1.445
C -0.605 3.584 2.655
H 0.003 2.776 0.150
H -0.487 4.297 -0.568
H -2.266 3.336 1.166
H -1.867 4.909 1.635
H -0.598 2.508 2.831
H -0.961 4.053 3.572
O -4.713 -0.253 -3.035
C -4.279 -0.237 -1.913
O -4.937 0.343 -0.867
C -4.225 0.159 0.364
C -3.309 -1.033 0.023
C -3.067 -0.995 -1.404
H -4.845 -0.037 1.239
H -3.617 1.046 0.539
H -3.825 -1.967 0.245
H -2.400 -1.115 0.620
H -2.988 -1.990 -1.841
H -2.175 -0.411 -1.631
O -3.401 2.841 -3.665
C -3.360 3.086 -2.498
O -3.128 4.288 -2.031
C -2.772 4.206 -0.637
C -2.705 2.682 -0.264
C -3.332 2.036 -1.412
H -3.499 4.737 -0.023
H -1.809 4.714 -0.577
H -3.142 2.498 0.718
H -1.685 2.322 -0.127
H -4.370 1.744 -1.255
H -2.904 1.154 -1.889
O 6.267 0.007 0.423
C 5.234 -0.703 0.458
O 4.635 -1.217 -0.655
C 3.590 -2.128 -0.419
C 3.579 -2.243 1.093
C 4.424 -1.114 1.687
H 3.921 -3.055 -0.886
H 2.667 -1.746 -0.856
H 4.052 -3.183 1.378
H 2.528 -2.148 1.369
H 5.132 -1.416 2.458
H 3.809 -0.230 1.857
O 3.120 0.536 7.355
C 2.694 0.781 6.238
O 1.714 0.047 5.697
C 1.454 0.451 4.402
C 1.983 1.877 4.348
C 3.025 1.979 5.446
H 0.365 0.492 4.425
H 1.791 -0.192 3.589
H 1.171 2.591 4.489
H 2.504 2.001 3.398
H 3.000 2.798 6.164
H 4.071 2.010 5.140
*
```

(7)
Below is an isolated molecule of C5H9BO3S in a non-equilibrium geometry, with properties calculated with wB97M-V/def2-TZVPD.

Calculated values
Gap between HOMO and LUMO ... 7.8 eV
Relative energy (zero: lowest compared OMol25 entry of this formula, charge and spin) ... 2.1 kJ/mol
SMILES string ... CO[C@]1(B(O)O)C=CSC1
Total energy ... -22985.009 eV
Highest occupied orbital energy ... -7.8 eV
Largest force on an atom ... 4.42 eV Å⁻¹
Lowest unoccupied orbital energy ... 0.008 eV

ORCA input file:
```
! RIJCOSX wB97M-V def2-TZVPD def2/J DEFGRID3
* xyz 0 1
C -0.551 0.352 -2.213
O -0.983 -0.500 -1.198
C -0.277 -0.305 -0.002
B 1.186 0.637 -0.044
O 2.254 0.130 -0.710
O 1.238 1.769 0.660
C 0.011 -1.734 0.792
C -0.588 -1.736 1.980
S -1.781 -0.520 2.354
C -1.289 0.435 0.879
H 0.397 0.017 -2.758
H -0.236 1.290 -1.946
H -1.353 0.381 -2.835
H 3.145 0.585 -0.530
H 2.124 2.187 0.922
H 0.627 -2.384 0.237
H -0.514 -2.605 2.715
H -1.149 1.391 1.246
H -2.259 0.611 0.452
*
```

(8)
Below is a cluster of 2 separate species, C16H17N in total in a non-equilibrium geometry, with properties calculated with wB97M-V/def2-TZVPD.

Calculated values
Gap between HOMO and LUMO ... 8.5 eV
Relative energy (zero: lowest compared OMol25 entry of this formula, charge and spin) ... 282.8 kJ/mol
SMILES string ... Cc1c[nH]c2ccccc12.Cc1ccccc1
Total energy ... -18355.411 eV
Highest occupied orbital energy ... -7.6 eV
Largest force on an atom ... 7.60 eV Å⁻¹
Lowest unoccupied orbital energy ... 0.877 eV

ORCA input file:
```
! RIJCOSX wB97M-V def2-TZVPD def2/J DEFGRID3
* xyz 0 1
C -1.671 -1.435 5.340
C -0.299 -1.052 4.981
C 0.867 -0.794 5.703
N 1.739 -0.180 4.849
C 1.284 -0.251 3.560
C 2.156 0.087 2.475
C 1.429 0.030 1.215
C 0.061 -0.321 1.126
C -0.601 -0.696 2.317
C -0.087 -0.740 3.668
H -2.265 -1.957 4.509
H -2.243 -0.541 5.661
H -1.906 -2.088 6.232
H 1.166 -0.941 6.682
H 2.726 0.088 5.021
H 3.176 0.280 2.538
H 2.081 0.235 0.416
H -0.393 -0.351 0.007
H -1.702 -1.105 2.067
C -0.955 2.868 -4.114
C -0.613 1.452 -4.450
C 0.735 1.088 -4.572
C 1.126 -0.194 -4.853
C 0.217 -1.238 -4.942
C -1.163 -0.843 -4.877
C -1.600 0.431 -4.583
H -0.061 3.406 -4.214
H -1.337 2.989 -3.140
H -1.660 3.241 -4.815
H 1.515 1.838 -4.323
H 2.193 -0.251 -5.102
H 0.602 -2.163 -5.021
H -1.943 -1.618 -4.877
H -2.576 0.728 -4.483
*
```